DFT (ωB97M-V/def2-TZVPD) results for a molecular structure, C5H4O4Pb.

Values from the calculation:
**2S+1**: 2
**HOMO-LUMO gap (spin up / spin down)**: 0.1892 / 0.2669 Eh
**Total charge**: +1
**Electronic energy**: -18669.838 eV
**LUMO level (spin up / spin down)**: -6.17 / -5.56 eV
**F_max**: 3.48 eV/A
**Energy relative to the best compared isomer or geometry (same formula, charge and spin)**: 84.1 kcal per mole

Each line ends with the Löwdin spin population.
Cartesian coordinates (Å):
1 Pb -1.70584 -4.76824 3.46510  0.865
2 O -0.57476 -1.81184 1.70778  0.013
3 O -2.44046 -0.66028 2.06180  -0.023
4 O -2.21164 -2.72132 2.87230  0.100
5 O -5.44496 -1.38401 3.04051  -0.066
6 C -1.98800 0.71142 -0.64875  0.016
7 C -1.71057 -1.75136 2.31023  0.024
8 C -2.01655 0.07509 0.41110  0.262
9 C -3.56788 0.03622 3.58848  0.012
10 C -4.75656 -0.40208 3.55536  -0.209
11 H -1.96979 1.34917 -1.51972  0.000
12 H -4.93894 -2.20664 2.94122  -0.004
13 H -0.50206 -1.16438 0.94751  0.003
14 H -2.82643 0.20649 4.35704  0.007

Force components x, y, z for each atom (eV/Å):
Pb 0.36 -1.14 0.35
O 1.33 -0.56 -0.48
O 0.47 1.33 -2.74
O -0.21 0.92 0.93
O -1.47 0.62 0.08
C -0.32 -1.34 3.00
C -0.83 0.81 -2.75
C -0.19 0.38 -0.52
C -2.15 0.04 2.20
C 3.00 -1.46 -0.99
H 0.12 -0.40 0.23
H 0.17 0.44 0.14
H -0.13 -0.25 0.97
H -0.16 0.62 -0.42

---

DFT (ωB97M-V/def2-TZVPD) results for a molecular structure, C19H21ErO2.

Values from the calculation:
**2S+1**: 4
**HOMO-LUMO gap (spin up / spin down)**: 0.2627 / 0.2649 Eh
**Total charge**: 0
**Electronic energy**: -51757.399 eV
**LUMO level (spin up / spin down)**: -0.33 / -0.27 eV
**F_max**: 4.05 eV/A
**Energy relative to the best compared isomer or geometry (same formula, charge and spin)**: 21.1 kcal per mole

Each line ends with the Löwdin spin population.
Cartesian coordinates (Å):
1 Er -1.63537 1.33021 1.24102  3.036
2 O -2.97777 3.00050 2.21725  -0.006
3 O 1.22357 -0.78870 -1.28761  0.000
4 C 4.00209 -1.67298 -1.87165  0.000
5 C -1.41647 0.79319 3.66876  -0.003
6 C -0.45048 -0.21556 3.25496  -0.004
7 C -2.56800 -0.46771 -0.76979  -0.002
8 C -3.95634 0.63336 0.73321  -0.001
9 C 0.47308 1.85513 2.78736  -0.004
10 C -3.59894 1.55612 -0.30590  -0.005
11 C 1.60220 -1.54836 -2.50942  0.000
12 C -2.72317 0.86989 -1.20979  -0.003
13 C -0.79174 2.08149 3.48983  -0.004
14 C 3.13998 -3.15002 -3.60163  0.000
15 C -3.30054 -0.62657 0.44293  -0.003
16 C 5.24615 -2.23642 -2.02274  0.000
17 C 5.44982 -3.23793 -2.96943  0.000
18 C 2.90879 -2.12195 -2.64470  0.000
19 C 4.39765 -3.68657 -3.77598  0.000
20 C 0.67974 0.46363 2.72948  -0.002
21 C 1.42268 -0.01470 -2.46631  0.000
22 C -3.84482 3.86064 2.96802  -0.001
23 H 0.73860 -2.09010 -2.94015  0.000
24 H -2.31920 1.21417 -2.16222  0.000
25 H 1.23001 2.59332 2.46932  0.000
26 H -3.46094 -1.59940 0.90885  0.000
27 H -3.90510 2.61065 -0.32194  0.000
28 H 0.50735 0.41047 -2.87203  0.000
29 H 4.54985 -4.45051 -4.54795  0.000
30 H 3.81818 -0.89981 -1.13949  0.000
31 H -4.61680 0.89389 1.56948  0.000
32 H -3.67693 4.97001 3.11249  0.000
33 H -2.37494 0.60917 4.12529  0.000
34 H 1.59756 -0.02766 2.41228  0.000
35 H -0.53860 -1.30264 3.35512  0.000
36 H 6.06807 -1.89349 -1.40096  0.000
37 H 2.27847 -3.48704 -4.18985  0.000
38 H -1.18084 3.01498 3.93363  0.000
39 H -3.79248 3.46949 3.99989  0.000
40 H -4.84118 3.64058 2.57587  0.000
41 H -2.13643 -1.27199 -1.34869  0.000
42 H 6.43444 -3.66258 -3.11192  0.000
43 H 2.33878 0.58180 -2.52491  0.000

Force components x, y, z for each atom (eV/Å):
Er -1.07 1.27 1.39
O 1.01 0.38 -1.16
O 0.82 -0.63 -0.96
C -1.29 -0.12 -0.35
C 2.01 0.11 0.14
C -0.53 0.90 -0.36
C -0.43 0.52 0.75
C -0.04 -0.48 -0.88
C -0.95 0.84 1.11
C -0.09 -0.53 0.03
C -2.71 2.99 0.38
C -0.24 0.06 0.12
C 0.91 -0.72 0.31
C -1.06 0.98 0.69
C -0.44 0.73 -0.32
C 0.43 -0.34 -0.23
C -0.12 -0.09 -0.35
C 2.36 -1.30 -0.19
C 0.39 -0.04 0.04
C -0.57 -0.87 -0.34
C 0.10 -1.86 -0.10
C 0.73 -1.79 0.26
H 0.64 0.23 0.36
H -0.16 0.21 0.38
H -0.67 -0.33 0.42
H 0.11 0.51 0.18
H 0.22 -0.66 -0.09
H 0.16 0.07 -0.05
H 0.05 0.30 0.44
H 0.07 0.05 0.11
H 0.46 -0.32 -0.41
H 0.33 -0.96 -1.01
H -0.02 0.04 0.14
H -0.33 0.15 -0.21
H -0.12 0.56 -0.14
H -0.06 -0.08 -0.12
H 0.42 0.02 0.13
H 0.30 -0.67 -0.91
H -0.39 0.22 0.07
H -0.34 0.65 0.27
H 0.35 0.11 0.23
H 0.04 0.00 0.08
H -0.31 -0.11 0.16

---

DFT (ωB97M-V/def2-TZVPD) results for 8 unconnected molecules or ions with the total composition C20H60N12O8.

Values from the calculation:
**HOMO-LUMO gap**: 0.3346 Eh
**Total charge**: 0
**Electronic energy**: -55975.318 eV
**LUMO level**: 0.17 eV
**SMILES**: COC[C@H](C)N.COC[C@H](C)N.COC[C@H](C)N.COC[C@H](C)N.NC(N)=O.NC(N)=O.NC(N)=O.NC(N)=O
**F_max**: 3.45 eV/A
**Energy relative to the best compared isomer or geometry (same formula, charge and spin)**: 62.8 kcal per mole

Each line ends with the Mulliken charge.
Cartesian coordinates (Å):
1 O -1.35252 -0.69874 -0.86924  -0.876
2 O 5.06454 -1.73368 -2.21267  -0.662
3 O -2.12989 1.88334 1.71334  -0.372
4 O -0.90983 -1.91092 4.83113  -0.632
5 O -4.09898 -1.93852 -4.39550  -0.745
6 O 0.35794 5.27634 1.23080  -0.229
7 O 0.13836 -4.20882 -1.94078  -0.299
8 O 3.83710 2.53280 2.59264  -0.176
9 N 1.33289 -1.69407 5.07661  -0.383
10 N -3.63930 -0.57061 1.27168  -0.708
11 N -1.96504 -1.76869 -3.60318  -0.190
12 N -3.72416 -0.88528 -2.43360  -0.164
13 N -1.55248 5.90615 -1.84344  -0.767
14 N 2.79362 0.22725 1.46901  -0.675
15 N 4.49775 -3.10044 -3.91741  -0.398
16 N 0.34763 -1.29199 3.03082  -0.020
17 N 2.90282 -2.46967 -2.41654  -0.087
18 N -3.08291 -6.18191 -1.73691  -0.723
19 N 0.82365 -1.22814 -0.62548  0.164
20 N 0.06021 0.64916 0.39054  0.769
21 C 0.18410 -1.70544 4.34039  0.514
22 C 1.70591 5.45900 1.62701  -0.725
23 C 0.97235 -4.71067 -0.92257  -0.983
24 C 3.35742 1.85139 -0.28227  -1.127
25 C 0.21504 5.61238 -0.15507  -0.900
26 C -1.61719 -5.96977 -1.67760  0.123
27 C -1.17830 3.67548 -0.83689  -0.770
28 C -3.54139 1.86839 1.53529  -1.074
29 C 4.73483 1.78335 1.78051  -1.109
30 C 4.20444 -2.40054 -2.78794  0.612
31 C -1.15413 5.19346 -0.63536  0.861
32 C -1.81833 2.99105 2.55739  -0.972
33 C -5.60834 0.64633 0.63867  -1.844
34 C -4.08480 0.72189 0.73368  1.608
35 C -3.31456 -1.59656 -3.49379  0.314
36 C 3.92418 0.92577 0.81175  0.353
37 C 4.51933 3.49027 3.36361  -1.008
38 C -0.26259 -0.40674 -0.36397  -0.036
39 C -1.22912 -4.50044 -1.92566  -0.389
40 C -1.03158 -6.99710 -2.68464  -1.111
41 H -6.04853 0.61707 1.63814  0.426
42 H 3.10158 -0.56024 2.03557  0.333
43 H -1.76819 -3.80253 -1.26503  0.030
44 H 5.42769 -3.14251 -4.29151  0.212
45 H 3.83530 -3.67693 -4.40192  0.147
46 H 5.15634 4.12445 2.74588  0.399
47 H -1.45747 -1.50875 -2.76771  0.135
48 H -4.17095 -1.34893 0.91172  0.315
49 H 0.74914 -5.72375 -0.58092  0.455
50 H 2.03031 -4.61802 -1.15489  0.388
51 H -1.32953 -6.37460 -0.70286  0.382
52 H -3.30890 -6.06434 -2.72077  0.312
53 H 5.52707 2.25742 1.19204  0.444
54 H -1.73869 -4.21851 -2.85307  0.281
55 H 3.16544 2.88217 0.02049  0.031
56 H -3.05714 -0.76197 -1.68275  0.488
57 H 2.43650 5.32453 0.82359  0.304
58 H 1.03929 0.71788 0.64059  -0.152
59 H 1.69857 -1.10668 -0.14252  0.392
60 H -1.61220 -6.99321 -3.60496  0.387
61 H 0.54741 -2.11075 -1.03093  -0.155
62 H -0.66259 1.17988 0.87696  -0.044
63 H -2.22610 3.37845 -0.90166  0.190
64 H 1.04921 5.28457 -0.77712  0.392
65 H 4.62331 0.26082 0.30114  0.497
66 H -0.03511 -6.61397 -2.93993  0.250
67 H 2.55852 0.94251 2.16492  0.302
68 H 2.59601 -1.68708 -1.86765  0.085
69 H 2.23896 -1.88765 4.69114  0.186
70 H -1.77291 6.88961 -1.74133  0.239
71 H -2.09470 2.76714 3.58881  0.334
72 H -0.72551 3.01922 2.57845  0.221
73 H 2.26137 -3.11453 -2.83550  0.178
74 H -0.62971 3.31253 -1.70822  0.450
75 H -4.00792 2.07886 2.50213  0.413
76 H -3.70533 0.85757 -0.29017  -0.225
77 H 2.47090 1.35053 -0.66242  0.333
78 H 5.06819 3.05500 4.20824  0.333
79 H 1.21727 -1.89340 6.05473  0.226
80 H -0.83618 -7.95888 -2.22116  0.299
81 H -6.00396 -0.23305 0.13214  0.436
82 H -0.44026 -1.27094 2.41115  0.056
83 H 1.96110 4.79161 2.44719  0.157
84 H -2.40052 5.51775 -2.23970  0.255
85 H -0.68488 3.28824 0.05125  -0.204
86 H 1.99356 6.45701 1.98141  0.327
87 H -3.52715 -5.43509 -1.20799  0.266
88 H -1.94706 5.26553 0.11879  0.067
89 H -2.66283 -0.68564 1.02911  0.008
90 H -2.15298 3.91850 2.09506  0.412
91 H -5.98068 1.52834 0.11144  0.384
92 H -3.83495 2.70684 0.87916  0.255
93 H -4.70805 -0.71022 -2.35828  0.150
94 H 0.87667 -4.17041 0.03071  0.286
95 H 1.25019 -1.02434 2.67812  0.037
96 H -1.45974 -1.84804 -4.46022  0.209
97 H 0.22183 6.71237 -0.15108  0.336
98 H 5.25768 1.18726 2.54370  0.456
99 H 4.08267 1.98399 -1.08788  0.453
100 H 3.86995 4.16226 3.93207  0.282

Force components x, y, z for each atom (eV/Å):
O 0.05 0.36 0.69
O -0.83 -0.18 -0.06
O -0.88 -0.02 0.18
O 0.27 -0.22 -0.08
O 0.70 0.07 0.87
O 1.09 -0.48 -0.55
O 1.18 0.31 -0.84
O 0.04 1.05 -0.80
N 0.60 -0.06 0.57
N 0.44 0.56 0.42
N 0.48 -0.12 1.56
N 0.33 -0.08 0.95
N 0.09 0.03 -0.65
N 0.65 0.65 0.43
N 0.16 -0.74 -0.70
N 0.37 -0.50 0.45
N 0.31 0.25 0.54
N 0.73 0.70 -0.01
N -0.74 0.07 -0.41
N -0.52 0.35 0.12
C -0.85 0.92 -0.71
C 0.67 0.24 0.39
C -0.37 -0.19 1.66
C 0.37 -0.18 -0.25
C -0.98 2.04 1.05
C -0.55 -1.62 0.12
C 0.19 0.49 -0.22
C -0.68 1.17 -0.62
C 0.10 -1.72 1.18
C 1.23 0.40 -0.40
C -0.72 -1.19 -0.53
C 1.61 -0.92 -0.39
C -0.11 1.10 0.49
C 0.02 -2.28 -0.32
C -1.13 0.04 -3.26
C 0.32 0.82 -0.38
C 0.11 0.54 0.98
C 1.05 -0.73 -0.61
C -1.51 -0.57 0.38
C 1.26 1.81 0.37
H 0.03 0.14 0.03
H 0.43 0.03 -0.21
H 0.21 -0.39 0.70
H 0.15 0.22 0.43
H -0.24 0.11 0.12
H 0.21 -0.12 0.01
H 0.36 0.14 -0.30
H 0.06 0.01 -0.21
H 0.02 -0.26 -0.69
H -0.15 -0.09 -0.62
H 0.18 0.65 0.20
H -0.55 0.12 0.15
H -0.38 0.98 0.23
H 0.94 -0.05 -0.51
H -0.48 -0.23 0.47
H -0.44 0.39 0.19
H -0.25 -0.57 -0.23
H -0.32 -0.02 0.38
H -0.15 -0.13 0.31
H -0.07 -0.44 0.03
H 0.35 -0.10 -0.01
H 0.02 -0.05 -0.36
H 0.15 -0.48 0.06
H -0.14 -0.46 -0.02
H -0.24 -0.42 0.26
H 0.00 -0.16 -0.25
H -0.61 -0.36 0.10
H -0.39 -0.22 -0.05
H -0.07 0.00 -0.16
H 0.34 0.03 0.51
H -0.64 0.43 -0.07
H 0.01 0.24 -0.08
H -0.35 0.23 -0.12
H -0.03 0.20 -0.10
H -0.22 -0.61 0.07
H 0.09 0.07 0.02
H -0.09 0.44 -0.41
H 0.52 -0.43 -0.48
H -0.05 -0.16 -0.05
H -0.62 -0.22 -0.20
H 0.47 -0.09 -0.24
H -0.11 -0.01 0.12
H -0.22 -0.29 -0.07
H 0.17 -0.34 0.02
H -0.34 -0.41 -0.01
H -0.80 0.34 0.05
H -0.29 -0.11 -0.17
H 0.57 0.82 0.64
H -0.11 -0.33 0.01
H -0.33 0.13 0.46
H -0.19 -0.04 0.09
H 0.27 0.47 0.34
H 0.01 -0.16 0.21
H -0.30 0.48 -0.13
H -0.32 0.00 -0.07
H -0.43 -0.18 -0.33
H 0.24 0.09 -0.46
H 0.31 -0.47 -0.48
H -0.03 -0.37 -0.09
H -0.70 -0.16 -0.65

---

Question: Which formula does entry 2 have?
Answer: C19H21ErO2